The following is a quantum chemistry calculation of a 10-piece molecular cluster, C40H106N14O16 overall, from the Open Molecules 2025 dataset.

As for the SMILES: COCCNCCOC.COCCNCCOC.COCCNCCOC.COCCNCCOC.COCCNCCOC.COCCNCCOC.NC(N)=O.NC(N)=O.NC(N)=O.NC(N)=O. As for the energy above the lowest of the compared OMol25 structures with the same formula, charge and spin: 22.6 kcal/mol. The multiplicity is 1.

The geometry in XYZ format:
```
176
C40H106N14O16 | the Open Molecules 2025 dataset | wB97M-V/def2-TZVPD
C 3.236 6.268 -1.097
O 1.826 6.316 -0.602
C 1.743 5.777 0.697
C 0.322 6.058 1.210
N -0.556 5.351 0.370
C -1.864 4.934 0.805
C -2.361 3.794 -0.134
O -2.803 4.418 -1.346
C -3.377 3.554 -2.376
H 3.779 6.998 -0.520
H 3.149 6.498 -2.172
H 3.590 5.259 -0.980
H 2.407 6.266 1.405
H 2.017 4.752 0.695
H 0.264 7.167 1.229
H 0.180 5.643 2.153
H -0.587 5.712 -0.544
H -2.692 5.652 0.982
H -1.695 4.484 1.856
H -3.218 3.271 0.317
H -1.592 3.017 -0.287
H -4.079 4.219 -2.867
H -3.951 2.725 -1.984
H -2.708 3.151 -3.167
C -3.992 -0.275 5.408
O -4.540 0.029 4.095
C -5.030 1.373 3.950
C -5.012 1.713 2.414
N -5.958 2.861 2.184
C -5.445 4.024 2.890
C -5.980 5.337 2.323
O -5.958 5.316 0.920
C -6.360 6.586 0.437
H -3.148 -0.987 5.382
H -4.766 -0.633 6.008
H -3.513 0.614 5.879
H -4.372 2.069 4.523
H -6.084 1.360 4.214
H -5.433 0.917 1.861
H -4.045 1.993 2.087
H -6.170 2.996 1.213
H -4.344 4.098 2.762
H -5.734 3.996 3.989
H -5.434 6.145 2.818
H -7.056 5.402 2.737
H -6.136 6.654 -0.635
H -5.947 7.415 1.056
H -7.484 6.639 0.536
C 2.624 0.022 -6.371
O 2.873 -0.747 -5.228
C 2.775 -0.172 -3.956
C 2.870 -1.256 -2.896
N 1.775 -2.217 -3.144
C 1.707 -3.419 -2.351
C 2.895 -3.825 -1.595
O 3.978 -4.141 -2.476
C 5.245 -3.963 -1.892
H 1.656 0.548 -6.335
H 2.516 -0.691 -7.124
H 3.325 0.822 -6.516
H 1.862 0.477 -3.862
H 3.721 0.499 -3.795
H 2.814 -0.863 -1.916
H 3.797 -1.755 -2.995
H 1.785 -2.544 -4.100
H 1.424 -4.281 -2.949
H 0.897 -3.311 -1.581
H 2.740 -4.694 -0.980
H 3.203 -3.042 -0.895
H 5.276 -4.363 -0.847
H 5.502 -2.950 -1.820
H 5.957 -4.588 -2.430
C 1.581 -1.329 2.239
O 0.363 -1.983 2.513
C -0.286 -2.395 1.330
C -0.031 -3.843 1.095
N -0.864 -4.717 1.855
C -0.218 -5.989 1.661
C -0.851 -7.156 2.434
O 0.167 -8.045 2.744
C -0.144 -9.110 3.597
H 1.360 -0.394 1.708
H 2.190 -1.936 1.620
H 2.096 -1.153 3.219
H 0.044 -1.749 0.510
H -1.350 -2.291 1.412
H 1.048 -4.058 1.297
H -0.278 -4.142 0.087
H -0.757 -4.435 2.855
H 0.812 -5.967 1.930
H -0.314 -6.223 0.596
H -1.602 -7.608 1.807
H -1.343 -6.818 3.315
H -1.082 -9.651 3.321
H -0.176 -8.837 4.724
H 0.738 -9.769 3.496
C 5.769 -2.948 2.101
O 5.858 -1.514 2.205
C 5.801 -0.840 0.942
C 6.028 0.647 1.307
N 4.843 1.315 1.845
C 4.741 1.342 3.304
C 3.618 2.341 3.730
O 3.988 3.598 3.178
C 3.375 4.731 3.796
H 4.981 -3.248 1.366
H 5.340 -3.304 3.125
H 6.713 -3.361 1.896
H 4.831 -0.978 0.449
H 6.626 -1.333 0.317
H 6.290 1.210 0.413
H 6.825 0.674 2.059
H 4.775 2.174 1.352
H 5.675 1.559 3.803
H 4.411 0.366 3.569
H 3.493 2.397 4.817
H 2.625 2.038 3.385
H 3.742 4.777 4.852
H 2.283 4.553 3.758
H 3.651 5.634 3.202
C -0.108 -4.469 -6.605
O 0.007 -3.302 -5.817
C -0.486 -2.126 -6.438
C -0.522 -0.950 -5.510
N -1.360 -1.111 -4.335
C -2.586 -1.889 -4.649
C -3.344 -2.262 -3.402
O -2.572 -2.873 -2.369
C -1.970 -4.103 -2.758
H 0.408 -5.192 -6.087
H 0.303 -4.230 -7.549
H -1.137 -4.665 -6.742
H -1.392 -2.356 -6.930
H 0.168 -1.965 -7.289
H -0.772 -0.129 -6.171
H 0.530 -0.721 -5.148
H -0.801 -1.680 -3.749
H -2.267 -2.822 -5.128
H -3.240 -1.386 -5.311
H -4.132 -2.948 -3.788
H -3.948 -1.410 -3.015
H -1.660 -4.540 -1.797
H -1.117 -3.986 -3.352
H -2.605 -4.750 -3.356
N -0.096 1.235 3.965
C 0.043 2.513 3.430
N 0.107 2.504 2.092
O 0.019 3.520 4.114
H -0.626 1.232 4.852
H -0.432 0.519 3.314
H 0.070 3.418 1.665
H -0.184 1.685 1.558
N -3.579 -2.074 2.329
C -3.905 -2.362 1.077
N -3.489 -3.624 0.567
O -4.449 -1.538 0.374
H -3.205 -2.841 2.864
H -4.163 -1.344 2.762
H -2.821 -4.199 1.123
H -3.383 -3.584 -0.464
N 2.688 1.238 -0.054
C 3.060 2.449 -0.591
N 1.990 3.059 -1.149
O 4.246 2.784 -0.662
H 1.693 1.009 0.154
H 3.324 0.888 0.622
H 1.076 2.796 -0.827
H 2.082 3.986 -1.412
N -2.045 0.022 -0.926
C -0.904 0.687 -0.974
N -0.615 1.185 -2.172
O -0.156 0.866 0.006
H -2.345 -0.514 -1.748
H -2.327 -0.501 -0.093
H -1.145 0.780 -2.978
H 0.382 1.370 -2.300
```